{
  "formula": "C34H89ClN7O12",
  "method": "the ωB97M-V functional and the def2-TZVPD basis",
  "gap_ev": 8.36,
  "relative_energy_kcal_mol": 65.9,
  "total_energy_ev": -84210.3951,
  "charge": -1,
  "symbols": ["Cl", "O", "O", "O", "O", "C", "O", "H", "H", "H", "H", "C", "C", "C", "O", "C", "N", "H", "H", "H", "H", "H", "H", "H", "H", "H", "H", "H", "C", "C", "C", "O", "C", "N", "H", "H", "H", "H", "H", "H", "H", "H", "H", "H", "H", "C", "C", "C", "O", "C", "N", "H", "H", "H", "H", "H", "H", "H", "H", "H", "H", "H", "C", "C", "C", "O", "C", "N", "H", "H", "H", "H", "H", "H", "H", "H", "H", "H", "H", "C", "C", "C", "O", "C", "N", "H", "H", "H", "H", "H", "H", "H", "H", "H", "H", "H", "C", "C", "C", "O", "C", "N", "H", "H", "H", "H", "H", "H", "H", "H", "H", "H", "H", "C", "C", "C", "C", "C", "C", "N", "O", "C", "C", "C", "H", "H", "H", "H", "H", "H", "H", "H", "H", "H", "H", "H", "H", "H", "H", "H", "H", "H", "H"],
  "coordinates": [[15.7899, 2.2274, 5.6852], [15.6208, 1.3826, 4.5234], [14.8074, 1.8494, 6.6681], [17.1750, 1.9972, 6.1024], [15.6092, 3.6246, 5.4112], [11.5282, 6.0925, 7.6428], [12.3258, 6.7749, 6.6663], [11.0247, 5.1696, 7.3550], [12.2458, 5.8361, 8.4222], [10.7414, 6.7527, 8.0078], [13.0495, 6.2215, 6.3636], [18.5807, -2.8925, 10.5038], [18.4660, -1.9546, 9.3236], [19.1795, -2.4470, 8.0337], [20.6590, -2.2164, 8.1196], [21.0706, -0.8810, 7.8588], [17.0655, -1.6985, 9.0603], [19.6161, -2.8831, 10.8443], [18.2331, -3.9115, 10.3337], [18.0740, -2.4420, 11.3573], [18.9514, -1.0176, 9.5966], [18.8924, -1.8718, 7.1535], [18.9253, -3.4916, 7.8537], [22.1572, -0.8219, 7.7973], [20.8418, -0.1868, 8.6675], [20.5940, -0.4545, 6.9761], [17.1169, -0.9253, 8.4125], [16.6405, -1.2077, 9.8339], [9.3030, 0.6684, 9.2072], [8.5343, -0.5532, 9.7558], [7.1449, -0.6895, 9.0620], [6.3739, 0.4647, 9.2874], [5.5606, 0.4975, 10.4072], [9.3559, -1.7652, 9.5835], [8.9212, 1.1204, 8.2919], [10.3247, 0.2894, 9.1822], [9.1414, 1.5620, 9.8101], [8.3933, -0.4043, 10.8263], [6.5162, -1.5103, 9.4071], [7.1225, -0.7622, 7.9747], [5.8661, 1.2663, 11.1169], [5.5043, -0.4471, 10.9483], [4.5708, 0.7895, 10.0562], [9.8956, -1.6527, 8.7372], [10.1356, -1.6330, 10.2117], [16.1587, 2.6775, 13.5190], [15.4840, 3.0075, 12.1918], [16.4211, 3.7858, 11.1862], [17.2455, 4.7681, 11.8728], [18.1090, 5.5202, 11.0058], [14.9458, 1.7755, 11.6625], [15.5881, 1.9705, 14.1212], [16.3475, 3.5465, 14.1494], [17.1723, 2.2913, 13.4117], [14.6867, 3.7429, 12.2997], [15.8966, 4.3213, 10.3948], [17.1188, 3.0680, 10.7548], [17.6112, 5.9176, 10.1213], [18.9781, 4.9392, 10.6973], [18.4851, 6.3380, 11.6204], [14.5124, 1.8831, 10.7566], [14.1486, 1.5347, 12.2340], [14.7656, -4.5113, 5.4103], [13.2437, -4.3881, 5.4074], [12.4607, -5.6758, 5.7277], [12.4253, -6.4960, 4.6072], [11.7598, -7.6942, 4.7733], [12.9114, -3.3017, 6.3548], [15.0272, -5.2896, 4.6935], [15.1261, -4.9600, 6.3359], [15.2539, -3.5758, 5.1371], [12.8942, -4.0774, 4.4229], [11.4710, -5.3205, 6.0145], [12.8970, -6.2374, 6.5537], [12.2561, -8.3775, 5.4625], [11.5292, -8.2752, 3.8803], [10.7996, -7.4646, 5.2353], [13.4695, -3.4571, 7.1822], [13.3533, -2.4725, 5.9844], [10.8703, 0.6427, 2.8434], [11.3429, 0.8039, 1.3223], [11.7526, 2.2083, 1.0027], [12.3720, 2.1702, -0.3355], [12.3513, 3.5037, -0.8012], [12.5042, -0.0995, 1.2424], [11.6546, 0.8372, 3.5749], [10.5951, -0.4080, 2.9357], [9.9862, 1.2434, 3.0566], [10.6615, 0.4164, 0.5648], [12.5056, 2.5023, 1.7339], [10.8854, 2.8657, 1.0644], [11.3050, 3.6165, -1.0851], [12.9970, 3.4633, -1.6784], [12.7141, 4.2286, -0.0724], [12.2546, -0.9882, 1.6524], [13.0234, 0.1824, 2.0617], [18.0611, 3.1976, 0.0469], [16.8112, 2.7556, -0.7196], [16.8940, 2.9510, -2.2314], [15.9052, 2.1811, -2.9697], [15.6920, 2.5143, -4.3704], [16.6100, 1.3283, -0.4016], [18.3879, 4.2122, -0.1805], [18.9064, 2.5121, -0.0137], [17.6648, 3.2800, 1.0590], [15.9828, 3.3308, -0.3061], [17.8722, 2.5797, -2.5372], [16.7688, 3.9919, -2.5296], [15.0318, 3.3450, -4.6198], [15.2710, 1.6045, -4.7982], [16.6264, 2.7182, -4.8933], [16.7166, 1.3868, 0.6011], [17.4943, 0.9769, -0.7402], [22.5761, 4.0589, 4.1882], [22.7574, 5.2428, 5.1745], [22.8049, 4.5896, 6.5726], [24.1576, 3.9802, 6.9435], [25.2281, 5.0056, 6.7650], [25.2742, 5.5232, 5.3846], [23.9566, 5.9545, 4.8304], [24.0346, 6.3572, 3.4991], [26.1638, 6.7964, 5.4127], [26.0097, 4.4226, 4.4624], [21.5952, 6.1528, 5.1306], [21.8074, 3.3303, 4.4459], [23.4583, 3.4222, 4.1217], [22.2936, 4.3135, 3.1667], [22.4895, 5.2733, 7.3608], [22.0460, 3.8077, 6.6024], [24.3664, 3.0723, 6.3776], [24.0930, 3.7230, 8.0008], [26.1289, 4.4414, 7.0065], [25.1529, 5.7760, 7.5325], [26.0555, 7.5129, 6.2269], [27.2307, 6.5799, 5.3580], [26.0533, 7.4201, 4.5256], [26.8551, 4.8071, 3.8919], [26.3666, 3.5135, 4.9465], [25.3773, 3.9427, 3.7154], [21.6688, 6.9584, 5.8612], [20.6710, 5.6143, 5.3403], [21.4117, 6.5888, 4.1486], [24.2971, 7.2722, 3.6230]],
  "forces_ev_per_angstrom": [[1.275, -0.985, -0.398], [-0.635, 0.457, -0.470], [0.190, -0.280, 0.689], [-0.838, 0.331, 0.774], [-0.041, 0.458, -0.519], [1.134, 0.024, 0.232], [-1.057, 0.143, -0.287], [0.190, -0.065, -0.669], [-0.511, -0.111, 0.619], [0.335, 0.263, -0.035], [-0.043, -0.311, 0.119], [0.895, 0.447, 0.482], [0.423, -0.244, -0.042], [1.272, 1.380, 0.556], [-1.221, -0.726, 0.092], [-0.460, 0.086, 0.438], [-0.232, 0.559, -0.930], [0.233, -0.482, -0.190], [-0.066, 0.111, -0.110], [-0.473, -0.158, -0.032], [0.355, 0.119, 0.138], [-0.537, 0.077, 0.054], [0.644, -0.115, 0.023], [-0.018, -0.499, -0.365], [-0.366, -0.042, 0.362], [0.092, -0.161, -0.333], [-0.577, 0.074, -0.872], [-0.049, -0.341, 0.675], [-0.839, 0.391, 0.515], [-0.530, 0.040, -1.341], [-0.302, 0.067, 0.557], [0.381, 0.857, -0.486], [-0.578, 0.423, 0.352], [0.019, 0.158, 0.241], [0.255, -0.951, -0.707], [0.206, 1.084, -0.320], [0.614, -0.189, 0.759], [-0.305, -0.163, 0.044], [0.542, -0.608, 0.300], [0.946, -0.210, -0.086], [0.267, 0.083, 0.127], [0.004, -0.224, -0.091], [-0.287, -0.157, 0.207], [-0.407, -0.264, -0.898], [0.038, -0.353, 0.799], [0.603, 0.653, 0.436], [0.584, 1.791, -0.342], [1.275, -0.473, 0.797], [-0.567, -0.118, -0.302], [-0.264, -0.422, 0.855], [-0.164, -0.570, -0.612], [-0.150, -0.071, -0.207], [-0.395, 0.306, -0.137], [-0.091, -0.427, -0.472], [-0.308, 0.093, 0.762], [-0.407, -0.325, -0.064], [-0.068, -0.255, -0.404], [-0.218, -0.041, -0.016], [-0.021, -0.285, -0.170], [-0.105, 0.093, -0.096], [0.289, 0.262, -0.496], [0.032, -0.264, 0.384], [-0.357, -1.618, -0.935], [0.550, 0.430, 0.554], [0.352, 0.936, 0.401], [0.800, 0.073, -1.794], [-1.144, -0.425, 1.166], [-0.502, -0.313, -0.096], [0.291, 0.120, -0.464], [0.002, 0.589, 0.418], [0.035, -0.120, 0.237], [0.013, 0.030, -0.093], [-0.379, -0.248, 0.090], [0.151, 0.064, 0.427], [0.403, -0.065, 0.192], [0.488, 0.615, -0.454], [-0.450, -0.204, 0.123], [-0.045, -0.183, 0.456], [-0.186, 0.396, -0.200], [-0.976, 0.179, -1.817], [0.375, -1.410, 2.020], [1.010, -1.365, -1.206], [-0.725, 0.643, 2.456], [0.011, -1.321, -0.960], [0.619, 0.222, 0.315], [0.139, 0.284, -0.286], [-0.150, 0.002, 0.202], [-0.044, 0.089, 0.251], [-0.607, 0.278, 0.317], [0.124, 0.382, 0.041], [-0.021, 0.245, -0.280], [-0.034, 1.162, -0.210], [-0.062, 0.538, -0.117], [-0.084, 0.109, 0.037], [-0.741, -0.672, -0.611], [1.230, 0.624, -0.099], [-0.677, 1.153, 0.033], [-0.310, -0.155, -0.529], [-0.619, -0.534, -0.961], [-0.245, 0.777, -0.313], [0.785, -0.791, 0.968], [-0.046, 1.066, -0.308], [0.158, 0.094, -0.289], [-0.129, -0.055, -0.055], [0.629, -0.265, 0.363], [-0.267, -0.065, -0.180], [0.383, 0.143, -0.269], [0.298, 0.256, 0.238], [-0.250, 0.238, 0.702], [-0.062, 0.087, -0.009], [0.337, -0.054, 0.079], [-0.169, -0.910, 0.484], [0.166, -0.981, 0.078], [-0.426, -0.892, -0.584], [-0.078, -2.221, -0.852], [0.308, -0.263, 0.143], [-1.381, 0.232, 0.433], [0.012, -1.102, 1.431], [1.428, 0.572, -2.520], [1.387, 0.333, 3.013], [0.078, -0.285, -0.216], [0.716, 0.413, -0.884], [-0.499, -0.092, -0.439], [-1.637, 0.777, -0.314], [-0.359, 0.308, 0.568], [0.246, 0.298, 0.054], [0.315, 0.565, -0.026], [0.244, 0.432, -0.049], [-0.110, 0.047, -0.209], [-0.003, -0.014, -0.096], [0.134, -0.347, 0.026], [0.575, 0.544, -0.259], [-0.281, 0.257, -0.149], [-0.548, -0.461, 0.396], [0.080, -0.457, 0.303], [-0.293, -0.143, -0.307], [-0.020, 0.311, 0.159], [0.193, 0.337, 0.859], [-0.432, 0.657, -0.142], [0.177, 0.038, 0.021], [-0.019, -0.189, 0.196], [0.339, 0.088, -0.105], [-0.173, 0.242, -0.454]],
  "lowdin_charge": [0.5992, -0.4028, -0.3995, -0.4109, -0.3893, -0.1586, -0.1291, 0.0693, 0.0713, 0.0723, 0.0734, -0.0699, -0.4679, -0.1155, -0.2081, -0.1302, 0.0388, 0.0742, 0.0781, 0.0716, 0.1218, 0.1116, 0.1190, 0.0808, 0.0704, 0.0859, 0.0717, 0.0674, -0.0526, -0.3997, -0.1933, -0.2041, -0.1340, 0.0193, 0.0774, 0.0730, 0.0695, 0.1304, 0.1112, 0.1275, 0.0811, 0.0864, 0.0837, 0.0613, 0.0605, -0.0718, -0.4351, -0.1531, -0.2207, -0.1049, 0.0256, 0.0690, 0.0694, 0.0777, 0.1233, 0.1192, 0.1205, 0.0838, 0.0803, 0.0804, 0.0741, 0.0669, -0.0689, -0.4141, -0.2200, -0.1772, -0.1368, 0.0262, 0.0699, 0.0768, 0.0825, 0.1368, 0.1197, 0.1254, 0.0828, 0.0869, 0.0823, 0.0618, 0.0663, -0.0537, -0.4086, -0.1953, -0.1917, -0.1320, 0.0279, 0.0777, 0.0630, 0.0610, 0.1332, 0.1326, 0.1203, 0.0833, 0.0814, 0.0862, 0.0543, 0.0588, -0.0731, -0.4444, -0.1837, -0.2041, -0.1017, 0.0549, 0.0718, 0.0795, 0.0825, 0.1320, 0.1178, 0.1194, 0.0722, 0.0808, 0.0724, 0.0664, 0.0612, -0.0276, -0.5355, -0.1249, -0.1824, -0.1887, -0.4424, -0.1247, 0.0060, -0.0408, -0.0137, -0.0463, 0.0842, 0.0629, 0.0826, 0.1177, 0.1191, 0.1133, 0.1140, 0.1234, 0.1244, 0.0791, 0.0774, 0.0653, 0.0681, 0.0707, 0.0567, 0.0882, 0.0970, 0.0850, 0.0923]
}